Density functional theory data (ωB97M-V/def2-TZVPD) for a molecular structure, CHN4.

Structure (XYZ):
```
6
CHN4 | the Open Molecules 2025 dataset | ωB97M-V/def2-TZVPD
N 1.246 1.111 -0.010
N 2.476 -0.897 0.008
N 2.471 0.904 0.006
N 1.252 -1.113 -0.011
C 0.502 -0.003 -0.023
H -0.578 0.000 0.002
```

Values from the calculation:
Charge: -1
Calculated total energy in hartree: -257.6985
LUMO energy in eV: 5.1
Energy relative to the best compared isomer or geometry (same formula, charge and spin) in kJ/mol: 229.4
Kohn-Sham gap in hartree: 0.29810
HOMO level in eV: -3.043

***

Density functional theory data (ωB97M-V/def2-TZVPD) for a gas-phase ion, CHN4O2S (charge -1).

Structure (XYZ):
```
9
CHN4O2S | the Open Molecules 2025 dataset | ωB97M-V/def2-TZVPD
S -1.745 0.174 0.143
O -1.945 0.573 1.521
O -1.284 1.778 -1.061
N 0.174 -1.572 0.457
N 1.448 -1.645 0.286
N 1.930 -0.486 -0.219
N -0.176 -0.354 0.081
C 0.895 0.287 -0.318
H 0.703 1.243 -0.891
```

Values from the calculation:
Charge: -1
Calculated total energy in hartree: -806.3224
LUMO energy (alpha / beta) in eV: 3.8 / 3.8
Energy relative to the best compared isomer or geometry (same formula, charge and spin) in kJ/mol: 288.2
Kohn-Sham gap (alpha / beta) in hartree: 0.31415 / 0.31410
HOMO level (alpha / beta) in eV: -4.725 / -4.724